173
Properties=species:S:1:pos:R:3 method="wB97M-V/def2-TZVPD" orbital_gap_ev="1.5 / 9.0" spin_multiplicity=2 charge=-1 s2=0.750
C 1.979 3.504 -1.729
C 2.757 3.146 -2.966
O 2.084 2.140 -3.695
H 2.199 4.434 -1.204
H 1.974 2.714 -0.979
H 0.922 3.577 -1.984
H 3.753 2.879 -2.612
H 2.990 4.074 -3.487
H 2.518 1.954 -4.531
C 1.889 -2.533 1.370
O 2.254 -2.072 0.029
C 1.691 -2.763 -1.074
C 2.328 -4.173 -1.108
N 1.796 -5.040 -2.174
C 2.117 -6.487 -2.005
C 3.607 -6.759 -1.788
O 4.077 -6.939 -0.428
C 5.433 -7.337 -0.362
H 0.809 -2.670 1.425
H 2.313 -1.966 2.198
H 2.340 -3.510 1.546
H 1.957 -2.362 -2.052
H 0.605 -2.863 -1.087
H 2.112 -4.683 -0.169
H 3.409 -4.057 -1.184
H 0.798 -4.892 -2.123
H 1.791 -7.087 -2.854
H 1.608 -6.893 -1.131
H 4.222 -6.064 -2.360
H 3.844 -7.687 -2.310
H 5.663 -8.169 -1.027
H 5.802 -7.568 0.637
H 6.088 -6.517 -0.656
C 9.558 2.925 5.298
O 8.919 3.020 4.081
C 8.860 4.292 3.475
C 8.187 4.100 2.086
N 6.807 3.632 2.326
C 6.085 3.267 1.064
C 4.746 2.575 1.328
O 4.912 1.258 1.804
C 3.663 0.529 1.992
H 9.370 1.932 5.707
H 9.215 3.643 6.043
H 10.634 3.008 5.146
H 9.859 4.723 3.395
H 8.296 4.918 4.167
H 8.804 3.448 1.468
H 7.981 4.985 1.485
H 6.910 2.851 2.958
H 6.709 2.576 0.497
H 5.855 4.183 0.520
H 4.186 2.510 0.396
H 4.051 3.123 1.965
H 2.951 1.176 2.506
H 3.820 -0.347 2.621
H 3.249 0.191 1.043
C -0.498 2.928 -6.798
O -1.582 1.989 -6.928
C -2.040 1.472 -5.760
C -2.929 0.291 -6.068
N -4.207 0.502 -6.839
C -4.803 -0.680 -7.422
C -6.221 -0.412 -7.829
O -6.684 -1.551 -8.584
C -8.063 -1.526 -8.941
H -0.118 3.274 -7.760
H 0.394 2.490 -6.351
H -0.856 3.780 -6.220
H -2.548 2.131 -5.057
H -1.226 1.171 -5.101
H -3.165 -0.288 -5.175
H -2.275 -0.362 -6.647
H -3.979 1.142 -7.586
H -4.823 -1.483 -6.685
H -4.350 -1.028 -8.350
H -6.373 0.473 -8.447
H -6.877 -0.420 -6.959
H -8.133 -0.845 -9.789
H -8.701 -1.090 -8.173
H -8.495 -2.483 -9.234
C 0.640 -5.633 4.940
O 0.188 -5.737 3.564
C -0.546 -4.579 3.077
C -2.112 -4.769 3.205
N -2.811 -3.558 2.930
C -3.002 -3.182 1.517
C -3.705 -1.839 1.374
O -5.068 -2.043 1.728
C -5.841 -0.858 1.700
H -0.261 -5.485 5.536
H 1.397 -4.893 5.199
H 1.098 -6.598 5.154
H -0.296 -4.298 2.054
H -0.124 -3.786 3.694
H -2.346 -5.112 4.213
H -2.543 -5.556 2.587
H -3.741 -3.747 3.278
H -3.720 -3.933 1.190
H -2.106 -3.160 0.896
H -3.619 -1.503 0.341
H -3.236 -1.096 2.020
H -6.855 -1.200 1.904
H -5.945 -0.453 0.693
H -5.568 0.003 2.309
C -2.115 0.855 -1.457
C -0.618 1.023 -1.253
C -0.189 0.283 0.015
O -0.987 0.758 1.128
C -0.637 0.084 2.336
N 0.016 0.460 -2.458
H -2.564 1.131 -0.503
H -2.331 -0.190 -1.681
H -2.490 1.467 -2.277
H -0.536 2.104 -1.149
H 0.847 0.469 0.297
H -0.269 -0.770 -0.253
H -1.348 0.499 3.050
H 0.348 0.386 2.692
H -0.718 -1.003 2.328
H 0.172 1.275 -3.033
H 0.949 0.241 -2.138
C -0.983 3.740 1.258
C -0.735 4.746 2.418
C 0.405 5.715 2.117
O 0.126 6.301 0.836
C 0.809 7.544 0.607
N -1.954 5.409 2.757
H -0.112 3.182 0.916
H -1.375 4.322 0.424
H -1.741 3.022 1.572
H -0.437 4.112 3.253
H 1.381 5.242 2.008
H 0.403 6.438 2.933
H 0.583 8.248 1.408
H 0.502 8.013 -0.328
H 1.852 7.229 0.607
H -2.407 5.868 1.979
H -2.678 4.751 3.007
C -5.155 -0.735 -2.738
C -6.242 0.328 -2.730
C -5.682 1.735 -2.595
O -5.165 1.935 -1.299
C -4.656 3.213 -0.986
N -6.877 0.155 -4.050
H -4.349 -0.460 -3.418
H -5.615 -1.667 -3.066
H -4.747 -1.029 -1.770
H -6.940 0.083 -1.929
H -6.392 2.498 -2.912
H -4.858 1.803 -3.305
H -5.468 3.919 -0.808
H -3.999 3.622 -1.754
H -4.077 3.250 -0.064
H -6.154 0.245 -4.750
H -7.110 -0.827 -4.100
C 2.242 0.097 6.294
C 1.961 -1.374 6.800
C 0.665 -2.031 6.230
O -0.516 -1.296 6.364
C -1.577 -1.738 5.534
N 3.156 -2.169 6.595
H 2.447 0.074 5.224
H 3.080 0.521 6.846
H 1.301 0.627 6.441
H 1.915 -1.204 7.875
H 0.429 -2.927 6.804
H 0.918 -2.249 5.192
H -1.495 -1.348 4.520
H -2.570 -1.578 5.954
H -1.655 -2.824 5.493
H 3.919 -1.848 7.173
H 3.417 -2.068 5.624